Density functional theory data (ωB97M-V with the def2-TZVPD basis set) for C48H46BrIN6O7PbS3Se as an isolated structure.

The geometry in XYZ format:
```
114
Properties=species:S:1:pos:R:3:forces:R:3
Pb 0.6778 0.8112 -0.8995 0.02 -0.09 0.13
N 0.5939 -2.8464 -3.6483 0.07 -0.13 -0.02
C 1.9672 -3.0707 -3.9325 -0.08 0.01 -0.04
C 2.3657 -3.4089 -5.2145 0.00 -0.01 -0.03
C 3.7084 -3.6311 -5.4894 -0.01 0.00 0.01
C 4.6561 -3.4884 -4.4889 -0.03 -0.02 0.02
C 4.2559 -3.1179 -3.2121 0.03 -0.02 -0.03
C 2.9134 -2.9256 -2.9295 0.05 0.10 0.03
S 2.3939 -2.4875 -1.3016 -0.09 -0.14 0.11
N 0.9138 -1.7153 -1.6144 -0.16 0.23 0.01
C 0.2182 -1.9850 -2.6450 -0.01 -0.03 -0.06
C -1.1128 -1.3220 -2.8364 0.07 0.05 -0.04
C -2.1711 -2.0026 -3.4165 -0.02 -0.04 0.01
C -3.3451 -1.3099 -3.6738 0.00 -0.02 -0.03
C -3.4114 0.0369 -3.3709 -0.03 -0.01 -0.03
C -2.3210 0.6321 -2.7575 0.09 -0.03 0.10
N -1.2061 -0.0404 -2.4732 0.04 -0.05 -0.09
H 0.0032 -2.8302 -4.4649 0.01 0.01 0.00
H 1.6236 -3.5037 -5.9994 0.01 0.00 0.01
H 4.0087 -3.9088 -6.4905 0.00 0.01 0.00
H 5.7039 -3.6539 -4.6992 0.00 0.00 0.00
H 4.9892 -2.9899 -2.4239 -0.01 0.03 -0.02
H -2.0915 -3.0607 -3.6295 0.01 0.01 -0.03
H -4.1942 -1.8213 -4.1079 0.01 0.00 0.00
H -4.2927 0.6224 -3.5914 -0.01 0.00 0.03
H -2.3384 1.6778 -2.4749 0.00 -0.03 -0.03
O 2.4835 2.4662 -0.1303 0.18 0.12 0.00
S 3.3757 3.0086 0.9538 -0.14 -0.07 -0.14
C 2.3350 3.1933 2.4213 -0.08 -0.07 0.03
C 1.3711 2.0373 2.6718 0.00 0.00 0.10
C 0.0678 2.5007 3.3485 0.05 -0.03 -0.07
C -1.1223 1.6048 3.0171 -0.02 -0.02 -0.03
S -1.8840 2.0120 1.3313 0.14 -0.05 0.01
O -0.7095 2.5322 0.6026 -0.02 0.42 -0.08
C -2.6768 3.5372 2.0879 -0.13 -0.01 -0.08
C -3.8458 3.4861 2.8368 0.07 0.03 -0.03
C -4.4076 4.6610 3.3201 0.01 -0.03 -0.01
C -3.8065 5.8818 3.0534 0.02 0.00 0.01
C -2.6512 5.9288 2.2858 0.01 0.00 0.01
C -2.0849 4.7606 1.7941 -0.06 -0.07 -0.03
C 4.4013 1.6371 1.4615 0.06 -0.04 0.02
C 5.2166 1.7492 2.5829 -0.02 -0.04 -0.03
C 6.0621 0.7023 2.9088 0.01 0.00 -0.02
C 6.1059 -0.4346 2.1090 -0.01 0.01 0.01
C 5.3055 -0.5237 0.9819 -0.06 0.00 0.03
C 4.4497 0.5184 0.6479 -0.03 -0.03 0.03
H 1.7912 4.1174 2.2122 0.00 0.00 0.01
H 3.0224 3.3833 3.2480 -0.05 0.05 0.03
H 1.8548 1.2589 3.2659 0.00 0.00 -0.02
H 1.1185 1.5903 1.7131 0.01 0.03 0.03
H -0.1618 3.5256 3.0520 0.03 0.02 0.01
H 0.2033 2.5203 4.4335 -0.01 0.01 0.00
H -1.9297 1.7560 3.7359 0.03 -0.04 0.05
H -0.8372 0.5548 3.0148 0.04 0.00 0.03
H -4.3415 2.5478 3.0441 -0.01 -0.05 0.03
H -5.3194 4.6178 3.9022 0.01 0.00 0.00
H -4.2404 6.7950 3.4396 -0.01 0.00 -0.03
H -2.1897 6.8817 2.0580 0.00 -0.01 0.01
H -1.2053 4.7863 1.1651 0.00 0.00 0.01
H 5.1982 2.6423 3.1961 0.01 -0.01 0.00
H 6.6931 0.7750 3.7847 0.00 0.00 0.00
H 6.7687 -1.2497 2.3681 -0.01 0.00 0.00
H 5.3325 -1.4104 0.3620 0.00 0.00 -0.01
H 3.8306 0.4688 -0.2397 0.02 0.00 0.00
C -5.0543 -2.0188 -0.5700 0.03 0.05 0.07
C -5.0012 -1.7626 0.9359 0.03 0.02 -0.17
C -4.2587 -0.4687 1.3233 -0.01 0.06 0.05
C -4.3643 -0.2423 2.8581 -0.02 -0.05 -0.09
C -3.9293 -1.4372 3.6969 0.02 0.03 -0.01
C -5.0226 0.6743 0.6424 0.17 0.17 -0.04
O -6.2338 0.6622 0.6375 -0.02 0.00 0.07
N -4.4090 1.7144 -0.0608 -0.08 -0.24 0.03
C -3.1628 2.3386 -0.0782 0.11 0.18 0.00
O -2.9554 3.1744 -0.9241 -0.04 -0.06 -0.02
N -1.9259 0.4146 0.9472 -0.02 0.38 0.07
C -2.7631 -0.5897 0.9882 -0.12 0.10 0.15
O -2.3135 -1.7448 0.8218 -0.11 -0.69 -0.30
H -5.5037 -2.9919 -0.7724 -0.01 0.00 0.01
H -4.0503 -2.0200 -0.9989 -0.04 -0.01 0.05
H -5.6595 -1.2659 -1.0804 0.02 0.00 0.00
H -4.4954 -2.5920 1.4218 0.02 -0.02 0.01
H -6.0146 -1.6880 1.3306 0.01 -0.04 0.04
H -5.3984 0.0285 3.0825 0.00 0.01 0.00
H -3.7361 0.6071 3.1248 0.00 0.09 0.02
H -4.6376 -2.2613 3.6236 0.01 -0.01 0.01
H -3.8634 -1.1481 4.7471 -0.01 0.00 -0.01
H -2.9519 -1.8065 3.3842 -0.07 0.05 0.00
H -5.0923 2.2190 -0.6163 -0.01 0.03 0.03
I 8.4805 0.9399 -5.2194 0.01 0.00 0.00
C 6.4760 1.1655 -4.6723 0.04 0.00 -0.01
C 5.7339 2.2080 -5.2092 -0.07 -0.01 0.03
C 4.4019 2.3438 -4.8459 0.04 0.00 -0.04
C 3.8173 1.4504 -3.9575 0.02 -0.01 0.01
C 4.5783 0.4170 -3.4262 0.04 -0.03 0.02
C 5.9122 0.2673 -3.7795 -0.07 0.04 0.01
C 2.3695 1.6316 -3.5726 -0.09 0.05 0.04
O 1.7109 2.5409 -4.0440 -0.03 0.07 0.03
O 1.9262 0.7420 -2.7345 0.11 -0.14 -0.03
H 6.1878 2.9063 -5.8986 0.00 -0.01 -0.01
H 3.7945 3.1457 -5.2446 0.01 0.00 0.00
H 4.1151 -0.2734 -2.7321 0.01 0.02 -0.02
H 6.5055 -0.5343 -3.3602 0.00 -0.01 -0.02
Se -0.0884 -2.0021 1.6430 0.11 0.16 0.25
C -0.8056 -3.6096 2.4001 0.04 0.00 -0.06
C -0.9320 -4.7510 1.6297 -0.07 -0.04 -0.02
C -1.4517 -5.8916 2.2273 -0.05 0.00 0.05
N -1.8409 -5.9486 3.4992 0.05 0.07 -0.04
C -1.7068 -4.8391 4.2257 -0.02 -0.05 -0.02
C -1.1964 -3.6501 3.7279 0.03 -0.07 0.04
H -0.6359 -4.7538 0.5899 0.03 -0.02 0.00
H -1.5545 -6.8073 1.6552 -0.02 0.01 -0.01
H -2.0269 -4.9043 5.2601 0.01 0.00 0.00
H -1.0966 -2.7799 4.3626 0.02 -0.02 0.02
Br 2.0406 -2.2892 2.7546 0.02 0.04 -0.11
```
Forces are in eV/Å.

As for the LUMO energy: -0.4 eV. The total energy comes out at -9372.45412 Ha. Its total charge is 0. The energy relative to the best compared isomer or geometry (same formula, charge and spin) is 108.1 kcal per mole.